# 1
Here is C12H36CaFO6 as an isolated structure in a non-equilibrium geometry from the Open Molecules 2025 dataset. Energies are from wB97M-V/def2-TZVPD.

The geometry in XYZ format:
```
56
Properties=species:S:1:pos:R:3:mulliken_charge:R:1
Ca -0.408 -2.155 -2.036 0.43
F -0.516 -0.682 -0.158 -0.90
O -0.136 -4.274 -0.828 -0.16
O -0.234 -0.103 -3.150 -0.05
O 2.373 -0.576 0.608 -0.40
O -2.439 -0.593 2.208 -0.45
O 0.213 2.542 -2.237 -0.45
O -1.971 1.481 -1.133 -0.45
C 3.175 0.057 1.585 -0.16
C 0.123 1.207 -5.303 -0.99
C 1.178 2.449 -1.203 0.50
C -0.732 0.254 -4.474 -0.32
C 2.416 3.289 -1.354 -1.52
C -2.090 -0.126 3.450 -0.17
C 0.116 -3.786 1.490 -0.62
C -2.428 2.811 0.730 -0.75
C 3.413 -0.907 2.723 -1.03
C -1.065 -1.153 3.975 -0.75
C -0.225 -4.849 0.434 -0.40
C -2.980 1.926 -0.309 -0.44
H -3.209 3.278 1.330 0.34
H 1.099 0.886 -5.669 0.31
H -0.517 1.626 -6.079 0.33
H 0.555 -5.610 0.425 0.30
H 0.810 2.833 -0.252 0.15
H -0.630 2.630 -1.785 0.23
H 2.503 -1.186 3.255 0.14
H -0.060 -0.905 3.635 0.02
H 1.094 -3.342 1.304 0.20
H -3.746 2.332 -0.969 0.33
H -2.934 -0.096 4.140 0.37
H -1.564 0.734 -0.686 0.30
H 0.443 2.004 -4.632 0.23
H -0.234 -4.830 -1.604 0.24
H -1.220 -2.186 3.663 0.17
H 3.974 -0.528 3.578 0.40
H -1.723 3.568 0.385 0.27
H -1.177 -5.364 0.566 0.35
H 2.610 0.897 1.988 0.26
H 3.124 3.009 -2.134 0.35
H 2.054 4.302 -1.532 0.37
H -1.767 0.595 -4.439 0.30
H -1.883 -0.085 1.612 0.03
H 0.119 -4.203 2.497 0.42
H -1.776 2.166 1.318 0.05
H 2.902 3.305 -0.378 0.35
H -0.061 0.732 -2.708 0.22
H -1.560 0.824 3.515 0.20
H 4.126 0.288 1.106 0.30
H 1.380 1.382 -1.105 0.11
H -3.458 1.035 0.099 0.41
H -0.629 -2.995 1.401 -0.01
H 1.462 -0.314 0.762 0.14
H -0.885 -0.641 -5.076 0.25
H -0.962 -1.161 5.060 0.43
H 3.958 -1.791 2.394 0.28
```

LUMO level (spin up / spin down): 0.6 / 0.3 eV
Energy relative to the best compared isomer or geometry (same formula, charge and spin): 23.1 kcal/mol
Multiplicity: 2
Total charge: 0
E_tot: -46468.1197 eV

=====

# 2
Here is an isolated ion of composition C7H13N and charge -1 in a non-equilibrium geometry from the Open Molecules 2025 dataset. Energies are from wB97M-V/def2-TZVPD.

The geometry in XYZ format:
```
21
Properties=species:S:1:pos:R:3:mulliken_charge:R:1
N 1.997 -1.703 0.353 -1.14
C 1.462 1.037 0.345 -0.27
C -3.432 0.477 0.506 -1.06
C 0.276 0.013 0.189 -0.30
C -1.030 0.286 0.314 -0.16
C -2.236 -0.042 -0.282 -0.09
C 2.560 0.572 -0.554 -1.18
C 0.667 -1.352 -0.341 -0.52
H 2.476 -2.413 -0.114 0.18
H 2.777 -0.529 -0.158 0.29
H 3.261 1.363 -0.474 0.54
H -4.253 -0.324 0.339 0.26
H -3.818 1.377 0.136 0.24
H -1.241 0.913 1.182 0.14
H -3.140 0.503 1.523 0.39
H 0.753 -1.175 -1.402 0.22
H -2.382 -0.682 -1.178 0.39
H 1.306 2.142 0.086 0.28
H 2.230 0.461 -1.662 0.10
H -0.119 -2.070 -0.157 0.45
H 1.886 1.147 1.351 0.26
```

LUMO level (spin up / spin down): 3.8 / 3.8 eV
Energy relative to the best compared isomer or geometry (same formula, charge and spin): 70.7 kcal/mol
Multiplicity: 2
Total charge: -1
E_tot: -8954.8515 eV

=====

# 3
Here is one molecule with the formula C9H15N5O2 in a non-equilibrium geometry from the Open Molecules 2025 dataset. Energies are from wB97M-V/def2-TZVPD.

The geometry in XYZ format:
```
31
Properties=species:S:1:pos:R:3:mulliken_charge:R:1
O -0.797 1.372 3.746 -0.35
O 0.807 2.672 4.637 -0.48
N 0.746 -1.828 -2.449 -0.38
N -0.604 -0.605 -3.917 -0.30
N 1.036 0.392 -0.936 -0.25
N 0.312 0.453 -2.022 -0.35
N 1.446 -1.894 -1.345 -0.22
C -2.054 -0.797 -3.685 -0.22
C 0.178 -0.658 -2.756 0.25
C 1.132 0.365 2.575 -0.51
C 1.578 -0.787 -0.606 0.42
C 2.328 -0.875 0.686 -0.61
C 1.364 -0.978 1.885 -0.73
C 0.122 0.262 3.715 -0.54
C -2.884 0.492 -3.783 -1.03
C -0.294 2.522 4.184 0.14
H 1.747 -1.701 2.611 0.39
H -2.181 -1.239 -2.693 0.22
H -0.516 -0.615 3.594 0.41
H 2.077 0.754 2.959 0.33
H 0.394 -1.356 1.540 0.41
H -2.412 -1.541 -4.398 0.38
H -3.537 0.481 -4.657 0.29
H 0.749 1.086 1.846 0.31
H 0.620 0.191 4.685 0.33
H 2.971 -1.754 0.640 0.33
H -3.513 0.621 -2.900 0.27
H -2.236 1.369 -3.838 0.37
H -0.450 0.303 -4.339 0.33
H 2.955 0.015 0.782 0.41
H -1.085 3.277 4.240 0.37
```

LUMO level: -0.7 eV
Energy relative to the best compared isomer or geometry (same formula, charge and spin): 69.5 kcal/mol
Structure (SMILES): CCNc1nnc(CCCCOC=O)nn1
Total charge: 0
E_tot: -21119.4678 eV

=====

# 4
Here is C36H38N6OZr as an isolated structure from the Open Molecules 2025 dataset. Energies are from wB97M-V/def2-TZVPD.

The geometry in XYZ format:
```
82
Properties=species:S:1:pos:R:3:mulliken_charge:R:1
Zr 0.171 0.513 -0.323 0.34
O -1.140 1.005 1.317 -0.60
N 0.996 2.701 0.216 0.86
N 1.897 -0.351 0.578 0.34
N -0.663 -1.490 -0.094 0.94
N 0.284 0.660 -2.330 1.29
N -0.500 2.323 3.001 -0.02
N 1.712 -7.212 6.406 -0.43
C 0.252 -4.569 4.654 -0.90
C -1.094 0.800 -2.605 0.59
C -2.855 1.738 2.804 -1.14
C 1.035 -3.396 2.700 0.60
C -3.880 2.762 -0.866 -1.82
C 0.915 2.242 2.634 -0.53
C -3.882 0.964 -2.620 -0.77
C -3.178 1.763 -1.741 0.12
C 1.570 -6.397 5.610 -0.20
C 2.095 5.224 0.632 -0.52
C 1.273 -1.096 -3.816 -1.49
C -0.280 -2.446 0.864 -0.24
C 1.806 4.788 -0.649 -1.27
C -3.226 0.120 -3.524 0.45
C -2.126 -3.226 -0.170 -1.48
C 0.835 -2.346 1.671 1.25
C 1.811 4.383 1.700 -0.96
C 2.172 -4.204 2.671 -0.25
C -1.443 1.680 2.336 0.53
C 3.717 -0.133 1.911 -1.74
C 1.302 0.376 -3.383 0.90
C -1.200 -3.530 0.796 -0.84
C 2.663 0.650 -2.755 -1.59
C 1.829 -1.328 1.586 -0.51
C -4.017 -0.716 -4.488 -1.70
C 1.260 3.137 1.467 0.81
C 1.263 3.530 -0.810 -0.30
C 0.075 -3.591 3.691 -0.26
C -1.841 0.026 -3.498 -0.72
C -1.779 1.687 -1.755 1.01
C 1.387 -5.375 4.615 0.51
C 2.940 -1.183 2.416 -0.21
C 3.058 0.339 0.797 -0.33
C -1.762 -1.969 -0.683 -0.40
C 2.343 -5.197 3.617 -0.90
C 1.088 1.310 -4.572 -1.51
H 3.447 0.526 -3.501 0.61
H -0.763 2.853 3.818 0.31
H -1.350 -0.661 -4.170 0.19
H 3.159 -1.787 3.281 0.73
H -3.199 3.199 -0.134 0.23
H 0.438 -1.332 -4.471 0.39
H 2.001 5.405 -1.514 0.52
H 2.734 1.672 -2.374 0.26
H -2.967 2.287 3.735 0.45
H 1.494 2.544 3.503 0.77
H 4.660 0.223 2.293 0.52
H -1.222 2.460 -1.225 0.08
H -3.463 2.207 2.030 0.13
H -0.808 -2.964 3.717 0.52
H -4.172 -1.720 -4.085 0.34
H -1.141 -4.433 1.381 0.65
H 3.214 -5.839 3.589 0.49
H 0.109 1.171 -5.028 0.35
H -2.959 -3.826 -0.496 0.51
H 1.842 1.113 -5.335 0.46
H 2.022 4.692 2.715 0.54
H 2.532 6.199 0.802 0.46
H 1.029 3.154 -1.798 0.62
H 3.362 1.136 0.135 0.52
H 2.910 -4.071 1.891 0.57
H -3.219 0.718 2.931 0.32
H 2.872 -0.057 -1.948 0.28
H 1.166 1.200 2.428 -0.66
H -2.268 -1.404 -1.455 0.38
H -0.482 -4.714 5.433 0.47
H -4.964 1.024 -2.646 0.50
H -4.997 -0.282 -4.677 0.41
H 1.234 -1.754 -2.945 0.19
H 2.184 -1.324 -4.371 0.50
H -4.283 3.579 -1.466 0.44
H 1.180 2.356 -4.272 0.31
H -4.719 2.304 -0.342 0.41
H -3.495 -0.822 -5.438 0.37
```

LUMO level: -6.6 eV
Energy relative to the best compared isomer or geometry (same formula, charge and spin): 0.0 kcal/mol
Total charge: +2
E_tot: -50208.1769 eV

=====

# 5
Here is one molecule with the formula C21H26N2O2 from the Open Molecules 2025 dataset. Energies are from wB97M-V/def2-TZVPD.

The geometry in XYZ format:
```
51
Properties=species:S:1:pos:R:3:mulliken_charge:R:1
O 0.405 -1.735 0.619 -0.70
O -3.194 1.720 2.977 -0.46
N 1.640 -0.216 -0.503 -0.05
N 3.177 2.038 2.107 0.03
C -0.760 -2.561 -1.829 -1.00
C -2.527 -2.305 -5.050 -0.90
C -1.875 1.702 2.630 0.94
C -1.132 -0.551 -3.732 -1.44
C 0.620 -1.106 -0.400 0.76
C -3.526 1.684 4.343 -0.85
C 0.772 1.650 1.700 -0.12
C -1.497 -2.804 -2.966 0.63
C -1.601 1.720 1.263 -0.79
C 0.492 1.665 3.056 -0.57
C -0.176 -1.306 -1.645 1.15
C -0.300 1.703 0.813 -0.05
C 4.225 2.836 1.511 -1.00
C -2.207 -4.059 -3.380 -0.92
C 2.465 0.137 0.620 -1.06
C -2.481 -3.832 -4.876 -0.62
C 3.738 1.035 2.992 -1.26
C 2.182 1.571 1.151 -0.02
C -0.375 -0.309 -2.595 -0.75
C -1.681 -1.804 -3.919 0.65
C -0.812 1.691 3.524 -0.79
H 3.785 3.668 0.964 0.34
H -2.161 -1.983 -6.025 0.36
H -3.548 -1.930 -4.936 0.27
H 1.784 0.278 -1.368 0.30
H -0.614 -3.316 -1.071 0.53
H 2.228 2.246 0.286 0.47
H -1.618 -4.956 -3.193 0.35
H 1.297 1.682 3.770 0.43
H -0.120 1.743 -0.250 0.35
H 0.035 0.681 -2.451 0.24
H -2.429 1.749 0.572 0.45
H -3.145 0.778 4.826 0.34
H 4.848 3.243 2.307 0.35
H 4.875 2.264 0.828 0.33
H 2.962 0.363 3.345 0.41
H -1.286 0.232 -4.460 0.40
H 3.518 0.067 0.327 0.37
H 2.249 -0.600 1.395 0.32
H -3.142 -4.150 -2.821 0.27
H -4.614 1.682 4.382 0.24
H -3.148 2.564 4.873 0.33
H -1.653 -4.237 -5.461 0.30
H 4.528 0.435 2.517 0.38
H -0.981 1.702 4.590 0.40
H -3.398 -4.314 -5.208 0.32
H 4.175 1.546 3.852 0.36
```

LUMO level: 0.8 eV
Energy relative to the best compared isomer or geometry (same formula, charge and spin): 47.3 kcal/mol
Structure (SMILES): COc1ccc([C@H](CNC(=O)c2ccc3c(c2)CCC3)N(C)C)cc1
Total charge: 0
E_tot: -29274.3447 eV

=====

Question: Look up the energy relative to the best compared isomer or geometry (same formula, charge and spin) of the fourth one.
Answer: 0.0 kcal/mol